Entry 1:
{"formula": "CH2FN3O3", "method": "the ωB97M-V functional and the def2-TZVPD basis", "symbols": ["C", "N", "N", "N", "O", "O", "O", "F", "H", "H"], "coordinates": [[-0.09308, 0.88518, -0.74919], [0.01948, -0.15567, -1.59536], [0.32023, 0.38727, 0.80261], [0.01306, -0.83466, 1.26081], [0.19420, -1.72008, 0.42782], [-0.35700, 2.03903, -0.78490], [-0.19245, -1.05792, 2.39559], [0.16044, 1.36831, 1.81663], [0.21532, -0.97264, -1.08758], [-0.28020, 0.06118, -2.48643]], "de_lowest_kcal_mol": 4.18, "energy_ev": -14393.778, "fmax_ev_per_a": 4.2, "gap_ha": 0.4199, "smiles": "NC(=O)N(F)[N+](=O)[O-]", "e_homo_ev": -11.3505}



Entry 2:
{"formula": "CH2FNO", "method": "the ωB97M-V functional and the def2-TZVPD basis", "symbols": ["C", "N", "O", "F", "H", "H"], "coordinates": [[1.47242, -0.60882, -0.06499], [0.31658, 0.01963, 0.00028], [2.21342, -0.68801, -1.01165], [1.85856, -1.22369, 1.10467], [0.23974, 0.67254, -0.81529], [-0.31044, -0.27031, 0.63445]], "de_lowest_kcal_mol": 2.17, "energy_ev": -7324.865, "fmax_ev_per_a": 4.8, "gap_ha": 0.4300, "smiles": "NC(=O)F", "e_homo_ev": -11.0150}



Entry 3:
{"formula": "CH2FNO2", "method": "the ωB97M-V functional and the def2-TZVPD basis", "symbols": ["C", "N", "O", "O", "F", "H", "H"], "coordinates": [[0.35905, 0.79167, 0.68031], [0.22353, -0.01218, -0.39890], [1.35949, 1.45305, 0.73935], [-0.89532, -1.34476, -0.18297], [1.17630, -0.58047, -1.21180], [-0.60254, 0.72796, 1.11830], [-1.62051, -1.03528, -0.74429]], "de_lowest_kcal_mol": 87.63, "energy_ev": -9366.399, "fmax_ev_per_a": 7.7, "gap_ha": [0.3743, 0.3744], "e_homo_ev": [-10.9902, -10.9906]}



Entry 4:
{"formula": "CH2FNO2", "method": "the ωB97M-V functional and the def2-TZVPD basis", "symbols": ["C", "N", "O", "O", "F", "H", "H"], "coordinates": [[0.33319, 0.06225, 0.18879], [1.47387, 0.06109, -0.32414], [2.28638, 0.86982, -0.60237], [1.68791, 2.67676, -0.71504], [2.63357, 3.61200, -0.61551], [-0.09291, 0.99901, 0.42891], [-0.18164, -0.89454, 0.39652]], "de_lowest_kcal_mol": 160.05, "energy_ev": -9363.258, "fmax_ev_per_a": 3.1, "gap_ha": [0.3321, 0.3500], "e_homo_ev": [-10.0261, -10.3659]}



Entry 5:
{"formula": "CH2FNO2S", "method": "the ωB97M-V functional and the def2-TZVPD basis", "symbols": ["C", "N", "O", "O", "F", "S", "H", "H"], "coordinates": [[2.08223, -1.01756, 1.94782], [1.86278, -0.32480, 1.04130], [-1.60537, 1.72516, -2.13125], [-1.03312, -0.50476, -1.15773], [-1.22623, 1.44619, 0.28133], [-0.68754, 1.11840, -1.23581], [2.48701, -1.71423, 2.55343], [-1.87976, -0.72840, -1.29909]], "de_lowest_kcal_mol": 7.86, "energy_ev": -20205.667, "fmax_ev_per_a": 6.4, "gap_ha": 0.4451, "e_homo_ev": -11.2674}



Entry 6:
{"formula": "CH2FNO3", "method": "the ωB97M-V functional and the def2-TZVPD basis", "symbols": ["C", "N", "O", "O", "O", "F", "H", "H"], "coordinates": [[-0.27611, -0.43442, -0.19562], [1.03134, 0.38689, -0.07082], [1.02244, 1.31865, 0.69023], [2.01323, -0.05313, -0.65088], [-1.45914, 0.27120, -0.18548], [-1.81310, 0.66263, 1.15134], [-0.12548, -1.38529, 0.48064], [-0.39317, -0.76653, -1.21941]], "de_lowest_kcal_mol": 10.84, "energy_ev": -11412.466, "fmax_ev_per_a": 2.4, "gap_ha": 0.4176, "smiles": "O=[N+]([O-])COF", "e_homo_ev": -11.5277}



Entry 7:
{"formula": "CH2FNO3S", "method": "the ωB97M-V functional and the def2-TZVPD basis", "symbols": ["C", "N", "O", "O", "O", "F", "S", "H", "H"], "coordinates": [[2.12401, 0.40069, -0.05201], [2.86084, -0.31155, -0.61167], [1.36500, 1.22541, 0.21190], [-1.96085, -0.19449, -0.85233], [-2.96748, 0.84957, 0.99074], [-0.89439, -0.62114, 1.33825], [-1.66495, 0.57573, 0.40714], [3.60415, -0.96097, -0.33019], [-2.46633, -0.96324, -1.10182]], "de_lowest_kcal_mol": 13.63, "energy_ev": -22253.750, "fmax_ev_per_a": 5.1, "gap_ha": 0.4166, "e_homo_ev": -10.8769}



Entry 8:
{"formula": "CH2FNOS", "method": "the ωB97M-V functional and the def2-TZVPD basis", "symbols": ["C", "N", "O", "F", "S", "H", "H"], "coordinates": [[-0.04918, -0.31472, -0.38085], [1.07675, 0.40137, 0.88031], [-1.65002, -0.22734, -2.26000], [0.91106, -0.40831, 1.97620], [-0.96212, 0.62554, -1.32338], [0.05135, -1.33155, -0.20063], [0.62215, 1.25500, 1.30835]], "de_lowest_kcal_mol": 119.54, "energy_ev": -18154.342, "fmax_ev_per_a": 6.0, "gap_ha": 0.3455, "e_homo_ev": -9.9267}



Entry 9:
{"formula": "CH2FO4S", "method": "the ωB97M-V functional and the def2-TZVPD basis", "symbols": ["C", "O", "O", "O", "O", "F", "S", "H", "H"], "coordinates": [[-0.77151, 0.24440, 0.44007], [1.11713, -1.46432, 0.60866], [1.90293, 0.82964, 0.52006], [0.93924, -0.23985, -1.44872], [-1.42083, -0.46040, -0.45142], [-0.87444, 1.65982, 0.07773], [0.97834, -0.14630, 0.02642], [-1.02047, -0.05190, 1.54555], [-0.85037, -0.37109, -1.31836]], "de_lowest_kcal_mol": 12.00, "energy_ev": -22813.676, "fmax_ev_per_a": 2.8, "gap_ha": 0.3430, "charge": -1, "smiles": "O=S(=O)([O-])[C@H](O)F", "e_homo_ev": -5.2130}



Entry 10:
{"formula": "CH2FPS2", "method": "the ωB97M-V functional and the def2-TZVPD basis", "symbols": ["C", "F", "P", "S", "S", "H", "H"], "coordinates": [[1.52327, 0.55148, 0.88443], [0.58580, 0.82495, 1.72631], [-1.56745, -0.39286, -0.29575], [3.05040, 0.89634, 0.82511], [0.37731, -0.71604, -0.85051], [-2.02889, -1.56158, -0.90114], [-1.94042, 0.39770, -1.38845]], "de_lowest_kcal_mol": 42.31, "energy_ev": -34743.534, "fmax_ev_per_a": 3.4, "gap_ha": [0.2945, 0.2945], "e_homo_ev": [-8.9531, -8.9535]}



Entry 11:
{"formula": "CH2FPS2", "method": "the ωB97M-V functional and the def2-TZVPD basis", "symbols": ["C", "F", "P", "S", "S", "H", "H"], "coordinates": [[2.23428, -0.15867, 0.15255], [1.98923, -0.06943, 1.44912], [-1.04016, 0.04564, -0.27377], [-1.79258, 1.79620, -0.27296], [1.01741, 0.09136, -1.08513], [-0.72099, -0.56660, 0.88507], [-1.68719, -1.13850, -0.85487]], "de_lowest_kcal_mol": 51.97, "energy_ev": -34743.115, "fmax_ev_per_a": 1.6, "gap_ha": 0.3048, "e_homo_ev": -9.0067}



Entry 12:
{"formula": "CH2FPSi", "method": "the ωB97M-V functional and the def2-TZVPD basis", "symbols": ["C", "F", "Si", "P", "H", "H"], "coordinates": [[0.95953, 0.35337, 0.00000], [1.77715, 1.41168, 0.00000], [-0.79383, -0.21908, 0.00000], [1.18963, -1.32460, 0.00000], [-1.56623, -0.11071, 1.22839], [-1.56624, -0.11068, -1.22839]], "de_lowest_kcal_mol": 0.00, "energy_ev": -20950.946, "fmax_ev_per_a": 1.6, "gap_ha": 0.3439, "smiles": "FC1=P[SiH2]1", "e_homo_ev": -9.2542}